Entry 1:
Entry from the OMol25 dataset: a 6-piece molecular cluster, C26H58F3N2O10 overall (ωB97M-V/def2-TZVPD).

The geometry in XYZ format:
```
99
Properties=species:S:1:pos:R:3:forces:R:3
F -0.412 -0.363 1.322 -0.687 0.086 -0.125
C 0.915 -0.442 1.265 0.475 -0.540 -0.111
F 1.227 -1.212 0.215 -0.048 -0.102 -0.090
F 1.385 0.769 1.025 0.213 0.720 -0.114
C 1.495 -1.020 2.539 -0.218 -0.283 0.547
C 0.429 -1.608 3.483 0.970 0.135 0.118
N 0.848 -1.409 4.887 -0.900 0.143 -1.154
C 0.429 -0.316 5.615 -0.272 -0.161 -1.012
C 1.002 -0.416 6.805 -0.081 0.734 0.926
N 1.746 -1.553 6.796 0.659 -0.325 0.872
C 1.645 -2.149 5.619 0.111 -0.201 -0.044
H 2.196 -1.796 2.272 0.222 -0.209 -0.201
H 2.074 -0.268 3.057 -0.032 0.427 0.031
H -0.517 -1.105 3.395 -0.323 0.042 -0.121
H 0.321 -2.661 3.275 -0.270 -0.268 0.199
H -0.238 0.417 5.217 -0.238 0.239 -0.174
H 0.901 0.268 7.617 0.202 -0.036 0.503
H 2.299 -1.874 7.573 0.082 -0.192 -0.002
H 2.108 -3.067 5.322 0.080 -0.327 0.028
C 1.149 -8.686 6.200 -0.058 -0.057 0.037
O -0.088 -8.072 6.529 0.151 0.113 -0.097
C 0.041 -6.978 7.418 -0.245 -0.209 -0.047
C -0.093 -5.661 6.688 0.212 0.125 0.179
O 1.002 -5.436 5.798 -0.084 0.189 -0.158
C 0.671 -5.706 4.444 0.116 0.006 0.017
H 0.962 -9.391 5.393 -0.057 -0.008 0.023
H 1.888 -7.953 5.865 0.016 0.007 0.022
H 1.545 -9.234 7.060 0.056 0.022 -0.012
H 0.992 -7.022 7.956 0.030 0.039 -0.012
H -0.767 -7.054 8.151 0.022 0.039 0.025
H -0.091 -4.847 7.421 -0.021 -0.016 0.002
H -1.041 -5.624 6.144 -0.008 -0.038 -0.026
H -0.010 -4.939 4.052 -0.077 -0.079 -0.016
H 0.208 -6.687 4.332 -0.037 0.018 -0.012
H 1.595 -5.687 3.865 0.020 0.004 0.034
C 0.426 -4.075 -4.215 0.057 -0.012 0.026
O 0.629 -3.620 -2.887 -0.126 -0.029 -0.062
C -0.026 -2.389 -2.613 0.224 -0.126 0.132
C -1.287 -2.605 -1.806 -0.205 0.179 -0.228
O -2.283 -3.276 -2.560 0.060 -0.117 0.072
C -2.402 -4.650 -2.238 -0.029 0.040 -0.031
H 0.812 -5.091 -4.278 0.037 0.015 0.039
H -0.634 -4.082 -4.480 -0.004 0.028 -0.015
H 0.974 -3.446 -4.923 -0.051 0.003 -0.040
H -0.245 -1.848 -3.537 -0.092 0.002 0.006
H 0.667 -1.781 -2.027 -0.007 0.065 -0.028
H -1.701 -1.630 -1.526 0.042 0.001 0.052
H -1.065 -3.155 -0.884 0.057 -0.039 -0.013
H -2.851 -4.774 -1.245 0.037 -0.048 0.014
H -1.434 -5.156 -2.266 0.005 0.000 0.025
H -3.059 -5.106 -2.976 -0.028 0.046 -0.002
C -2.197 2.117 1.205 -0.015 0.022 -0.115
O -3.362 2.848 1.526 0.085 -0.079 0.164
C -4.057 2.302 2.638 -0.149 0.238 -0.195
C -3.765 3.065 3.909 0.030 -0.251 0.193
O -2.407 2.901 4.314 0.071 0.047 -0.070
C -1.600 4.027 4.003 -0.012 -0.015 0.045
H -1.635 2.684 0.464 -0.058 0.025 -0.022
H -1.566 1.967 2.086 0.007 -0.034 -0.022
H -2.463 1.145 0.776 0.055 -0.026 0.032
H -3.803 1.245 2.769 0.006 -0.030 0.005
H -5.126 2.367 2.417 0.010 -0.005 0.040
H -4.393 2.670 4.713 -0.014 0.024 -0.014
H -4.004 4.123 3.782 0.026 0.018 -0.033
H -1.857 4.873 4.648 0.007 0.037 -0.048
H -1.706 4.321 2.957 -0.013 0.019 0.008
H -0.562 3.753 4.187 -0.003 -0.022 0.033
C -2.176 0.697 -3.651 0.003 -0.066 -0.072
O -1.145 0.443 -4.590 -0.093 0.122 0.121
C -1.345 1.123 -5.823 0.240 -0.238 -0.033
C -0.463 2.345 -5.929 -0.186 0.230 -0.087
O -0.838 3.344 -4.991 0.048 -0.086 0.111
C 0.013 3.398 -3.861 0.000 0.074 -0.063
H -1.863 0.288 -2.692 0.044 -0.027 -0.026
H -2.362 1.768 -3.534 -0.013 0.003 -0.021
H -3.100 0.197 -3.960 -0.049 0.049 0.058
H -2.396 1.400 -5.945 -0.010 0.041 0.016
H -1.084 0.427 -6.625 -0.016 0.021 -0.012
H -0.576 2.778 -6.928 0.016 -0.024 -0.003
H 0.588 2.068 -5.798 0.009 -0.036 0.022
H 0.990 3.806 -4.142 0.052 -0.059 0.082
H 0.146 2.412 -3.406 0.038 -0.011 -0.026
H -0.445 4.062 -3.129 -0.037 0.039 -0.061
C 3.517 5.881 -8.005 -0.041 0.038 -0.030
O 2.344 6.619 -7.712 0.136 -0.076 0.086
C 1.644 6.134 -6.577 -0.215 0.244 -0.223
C 1.886 7.000 -5.360 0.107 -0.277 0.228
O 3.230 6.904 -4.911 0.021 0.091 -0.097
C 4.024 8.018 -5.282 0.008 -0.040 0.046
H 4.066 6.425 -8.771 -0.048 0.015 -0.021
H 4.154 5.770 -7.124 -0.005 -0.027 0.007
H 3.259 4.890 -8.394 0.047 -0.028 0.033
H 1.916 5.095 -6.368 0.042 -0.002 0.051
H 0.577 6.160 -6.820 -0.010 -0.035 0.048
H 1.247 6.649 -4.543 -0.044 0.015 -0.035
H 1.621 8.040 -5.571 -0.001 0.008 -0.064
H 3.732 8.906 -4.712 0.003 0.039 -0.054
H 3.944 8.231 -6.351 -0.019 0.023 0.000
H 5.060 7.778 -5.048 -0.018 -0.031 0.040
```
Forces are in eV/Å.

Its charge is +1. The calculation puts the total energy at -59498.4132 eV. The energy above the lowest of the compared OMol25 structures with the same formula, charge and spin comes out at 0.00 kcal/mol. For the frontier orbital gap, the calculation gives 7.38 eV.

Entry 2:
Entry from the OMol25 dataset: a 7-piece molecular cluster, C24H44BN2O17S overall (ωB97M-V/def2-TZVPD).

The geometry in XYZ format:
```
89
Properties=species:S:1:pos:R:3:forces:R:3
O 2.295 -3.325 -2.008 -0.805 2.914 -0.563
C 2.050 -2.111 -2.087 0.706 -3.658 0.125
O 2.579 -1.199 -1.343 1.464 0.146 1.654
B 1.924 0.100 -1.456 -0.616 -0.567 0.463
O 1.040 -0.152 -2.564 -1.180 1.552 -0.904
C 1.116 -1.357 -3.018 -2.020 -1.839 -4.227
O 0.562 -1.763 -4.074 1.682 0.986 3.484
O 2.860 1.182 -1.688 0.648 0.771 -0.535
C 2.852 2.035 -0.682 0.820 -0.688 1.806
O 3.681 2.837 -0.329 -0.578 -0.104 -1.228
C 1.734 1.576 0.274 -1.864 -0.457 0.499
O 1.162 0.444 -0.235 1.267 1.359 0.214
O 1.390 2.121 1.291 0.431 -0.393 -0.778
C -0.911 4.530 -3.321 -0.066 0.261 0.106
S -0.611 5.905 -2.143 -1.520 1.618 -0.455
O -1.975 6.522 -1.900 0.580 -1.054 0.398
C 0.067 7.162 -3.237 1.770 -0.525 -0.738
H -1.683 3.992 -2.771 -0.138 -0.038 -0.241
H -0.096 3.833 -3.514 0.321 0.316 0.332
H -1.277 4.906 -4.277 -0.215 0.109 0.182
H 0.509 8.047 -2.781 -0.485 -0.205 0.787
H -0.576 7.514 -4.045 -0.402 -0.521 0.213
H 0.944 6.661 -3.647 0.169 0.004 -0.558
C 1.278 5.007 8.083 0.583 1.778 0.368
O 1.959 5.310 9.069 -1.042 -0.803 -1.351
N 0.517 5.909 7.372 0.414 -2.476 -0.370
C -0.173 5.452 6.152 -0.266 0.492 0.630
C 0.529 7.295 7.643 -0.271 0.916 0.005
H 1.244 4.029 7.578 0.109 -0.207 0.515
H 0.198 5.993 5.281 0.229 -0.266 -0.118
H -1.241 5.664 6.206 -0.129 0.256 0.201
H -0.135 4.370 6.032 0.519 0.132 -0.031
H 1.133 7.539 8.517 -0.202 -0.264 0.007
H 0.936 7.846 6.795 0.118 0.083 -0.168
H -0.506 7.618 7.760 -0.019 0.342 0.272
C 1.949 -6.706 -7.039 4.169 -0.729 -1.182
O 3.049 -7.328 -7.187 -2.750 1.714 1.376
N 0.845 -7.107 -7.615 -1.633 -2.346 -1.372
C -0.296 -6.254 -7.796 -0.520 0.277 0.518
C 0.653 -8.515 -8.014 0.250 0.348 -0.540
H 1.802 -5.708 -6.599 0.670 -0.063 0.291
H -0.943 -6.397 -6.930 -0.288 0.665 0.083
H -0.918 -6.484 -8.661 0.415 -0.524 -0.193
H 0.021 -5.226 -7.973 -0.090 0.048 0.555
H 0.330 -8.549 -9.055 -0.236 0.075 -0.027
H 1.562 -9.116 -7.995 0.096 0.487 0.429
H -0.109 -8.989 -7.395 -0.065 0.063 0.084
O 5.739 6.990 4.109 -4.563 -2.305 -0.193
C 4.594 6.437 4.008 3.687 0.151 -0.371
O 4.264 5.182 4.520 0.347 2.144 -1.710
C 5.291 4.247 4.872 -0.570 0.275 2.624
C 6.120 4.794 6.031 1.824 -0.908 -0.585
C 3.474 6.992 3.130 0.692 -0.052 -0.055
H 5.885 3.801 4.074 -0.227 0.612 -0.369
H 4.669 3.482 5.335 0.155 -0.465 -0.441
H 5.569 5.033 6.941 -0.125 0.451 -0.413
H 6.872 5.502 5.683 -0.759 0.822 0.257
H 6.833 4.023 6.322 -0.261 -0.728 0.239
H 2.676 7.404 3.749 -0.050 0.004 -0.220
H 3.102 6.257 2.417 -0.243 -0.498 0.629
H 3.904 7.723 2.445 0.050 0.480 0.615
O -6.842 -1.183 -3.472 0.911 -2.379 1.137
C -6.347 -2.191 -2.935 -0.444 2.614 -1.990
O -6.852 -2.734 -1.846 0.321 -2.308 0.662
C -7.990 -2.227 -1.207 -1.802 2.690 0.884
C -8.416 -2.846 0.136 1.567 -0.638 -0.800
C -4.999 -2.787 -3.445 -1.963 -0.471 2.105
H -8.892 -2.095 -1.805 0.322 -0.600 -0.866
H -7.756 -1.186 -0.981 0.127 0.225 0.087
H -8.885 -3.823 0.024 0.076 -0.011 0.031
H -9.074 -2.195 0.712 0.070 0.148 -0.354
H -7.467 -2.945 0.663 -0.215 -0.303 0.569
H -5.155 -3.119 -4.471 0.765 1.007 -0.150
H -4.714 -3.676 -2.882 -0.341 -0.148 0.119
H -4.331 -2.030 -3.033 0.623 0.180 -1.440
O -0.065 -6.538 3.008 1.311 -0.193 -2.612
C 0.497 -6.219 1.940 -0.731 1.137 3.477
O -0.174 -5.580 0.976 1.438 -0.387 -2.046
C -1.583 -5.686 0.833 -0.765 -0.403 1.249
C -2.060 -6.980 0.143 0.721 0.402 0.397
C 2.048 -6.140 1.789 -1.839 -0.642 -0.273
H -1.988 -4.765 0.413 0.500 -0.046 -0.220
H -1.867 -5.737 1.884 -0.930 0.036 -0.082
H -1.627 -7.200 -0.833 0.379 0.291 0.091
H -3.136 -6.996 -0.028 -0.046 0.113 0.457
H -1.748 -7.736 0.864 -0.345 -0.529 -0.348
H 2.480 -6.686 2.628 0.017 0.211 -0.139
H 2.322 -5.085 1.777 0.051 -0.112 -0.005
H 2.309 -6.601 0.837 0.235 0.148 0.036
```
Forces are in eV/Å.

Its charge is -1. The calculation puts the total energy at -74905.5399 eV. For the frontier orbital gap, the calculation gives 9.21 eV.

Entry 3:
Entry from the OMol25 dataset: one molecule with the formula C3H4O (ωB97M-V/def2-TZVPD).

The geometry in XYZ format:
```
8
Properties=species:S:1:pos:R:3:forces:R:3
C 1.879 -0.422 -0.113 -2.474 1.621 -0.173
C 0.744 0.032 -0.186 1.975 -0.866 1.142
C -0.675 0.422 -0.056 0.059 2.210 -3.457
O -1.504 -0.710 -0.257 -0.225 -0.452 4.889
H 2.924 -0.550 -0.014 0.255 -0.388 -0.135
H -0.918 1.065 0.816 0.347 -0.802 -0.129
H -0.902 1.154 -0.958 0.424 -1.351 1.584
H -1.548 -0.992 0.769 -0.360 0.028 -3.721
```
Forces are in eV/Å.

Its charge is 0. The calculation puts the total energy at -5220.2566 eV. The energy above the lowest of the compared OMol25 structures with the same formula, charge and spin comes out at 43.36 kcal/mol. Its SMILES is C#CCO. For the frontier orbital gap, the calculation gives 10.83 eV.

Entry 4:
Entry from the OMol25 dataset: a 2-piece molecular cluster, C3H9O overall (ωB97M-V/def2-TZVPD).

The geometry in XYZ format:
```
13
Properties=species:S:1:pos:R:3:forces:R:3
O -1.027 -1.253 0.460 1.789 0.739 -0.864
H -1.424 -0.722 1.136 -1.090 -0.371 0.809
H -1.497 -2.036 0.167 -0.518 0.043 0.103
H 0.886 -0.475 -2.152 -0.523 -0.334 0.142
C 0.248 1.071 0.897 -1.681 1.013 2.198
C -0.065 0.432 -0.363 1.259 0.904 -1.283
C 1.000 -0.047 -1.167 3.251 -0.542 0.013
H -0.697 1.174 1.482 0.525 -0.494 0.059
H 1.051 0.713 1.539 -0.038 -0.640 -0.402
H 0.423 2.158 0.901 0.154 -0.034 -1.188
H -0.942 0.717 -0.932 -0.384 -0.191 0.504
H 1.890 0.643 -1.310 -1.468 1.123 -0.113
H 1.862 -0.478 -0.575 -1.276 -1.216 0.022
```
Forces are in eV/Å.

Its charge is +1. The calculation puts the total energy at -5294.9470 eV. The energy above the lowest of the compared OMol25 structures with the same formula, charge and spin comes out at 23.34 kcal/mol. For the frontier orbital gap, the calculation gives 11.36 eV.

Entry 5:
Entry from the OMol25 dataset: a 6-piece molecular cluster, H12O6 overall (ωB97M-V/def2-TZVPD).

The geometry in XYZ format:
```
18
Properties=species:S:1:pos:R:3:forces:R:3
O -2.293 -1.103 2.431 -0.065 0.949 -0.728
H -2.298 -0.132 2.196 0.133 -1.746 0.164
H -2.232 -1.603 1.582 -0.056 0.910 0.776
O 0.185 2.209 1.463 1.726 -1.686 -0.045
H 0.701 1.410 1.044 -1.796 1.854 1.079
H 0.469 2.230 2.403 -0.259 -0.109 -0.937
O -2.429 -1.808 -0.306 -2.450 1.107 0.746
H -1.875 -2.335 -0.824 1.244 -1.406 -1.302
H -3.357 -1.978 -0.605 1.278 0.207 0.363
O 2.620 -0.012 -1.129 2.938 -0.239 2.859
H 3.177 -0.756 -1.511 -0.635 1.504 1.017
H 3.052 0.327 -0.183 -1.348 -1.640 -3.815
O 0.430 -0.329 0.297 0.859 -0.928 -1.155
H 1.171 -0.564 -0.371 -2.154 0.678 1.177
H -0.452 -0.380 -0.131 0.987 0.154 0.231
O 0.913 1.824 -1.941 2.195 2.754 6.070
H 0.497 1.638 -2.678 -2.532 -1.846 -5.705
H 1.722 1.362 -1.739 -0.065 -0.518 -0.794
```
Forces are in eV/Å.

Its charge is 0. The calculation puts the total energy at -12478.5831 eV. The energy above the lowest of the compared OMol25 structures with the same formula, charge and spin comes out at 58.36 kcal/mol. Its SMILES is O.O.O.O.O.O. For the frontier orbital gap, the calculation gives 10.11 eV.